1.
65
Properties=species:S:1:pos:R:3:forces:R:3:mulliken_spin:R:1 method="wB97M-V/def2-TZVPD" spin_multiplicity=6 total_energy_ev=-351046.1401 charge=0 e_above_lowest_kj_mol=280.5 s_squared=9.337 e_homo_ha="-0.2857 / -0.2862"
Dy 0.52702 0.22596 0.48396 2.80 -0.07 -1.30 4.955
C 1.88184 2.91299 -1.30636 -0.01 0.15 0.07 0.001
C 1.89874 1.76686 -2.30030 0.01 -0.10 -0.08 0.002
N 2.01664 0.42449 -1.68873 -0.05 -0.14 0.26 -0.001
C 1.67385 -0.58374 -2.71914 0.08 0.14 0.00 0.001
C 1.47742 -2.00769 -2.23200 -0.03 -0.15 0.00 0.001
C 3.40657 0.25006 -1.20251 0.04 0.03 -0.12 0.000
C 3.59866 -0.74497 -0.07676 0.07 -0.07 0.17 0.001
N 2.68414 -0.43748 1.01568 -0.06 -0.08 0.16 0.021
C 3.07606 -0.72662 2.30260 -0.08 0.19 -0.75 -0.009
C 2.32184 -0.16442 3.33261 -0.06 0.07 0.24 0.002
F 1.25624 0.59355 2.94644 -0.14 0.13 -0.10 0.002
C 2.59434 -0.30901 4.66787 -0.09 0.06 0.01 0.000
F 1.80636 0.30770 5.55821 0.03 -0.04 0.03 0.000
C 3.66938 -1.07045 5.08551 -0.03 0.03 0.14 0.000
C 4.42101 -1.65965 4.09503 0.18 -0.14 -0.21 0.000
F 5.46379 -2.43801 4.42664 -0.04 0.04 0.05 0.000
C 4.14871 -1.50546 2.74545 0.09 -0.17 0.16 0.000
F 4.92135 -2.18154 1.86897 0.03 -0.03 0.02 0.000
H 1.70896 3.84854 -1.84109 0.06 -0.02 -0.01 0.000
H 2.81980 3.02081 -0.76248 -0.01 -0.01 -0.01 0.000
H 1.07144 2.83876 -0.57541 -0.03 -0.07 0.00 0.001
H 2.71767 1.89621 -3.02092 0.00 0.07 -0.02 0.000
H 0.97454 1.78105 -2.87681 -0.04 0.03 0.00 0.000
H 2.44730 -0.55242 -3.49908 0.01 -0.05 -0.03 -0.001
H 0.75177 -0.24743 -3.18608 -0.03 -0.05 0.00 0.000
H 2.40738 -2.49604 -1.95200 0.02 0.02 -0.01 0.000
H 1.03910 -2.59119 -3.04428 0.04 0.02 0.00 0.000
H 0.77750 -2.08448 -1.39664 -0.01 0.09 0.02 0.000
H 3.74050 1.21544 -0.82505 0.00 0.00 -0.02 0.000
H 4.05995 -0.01965 -2.04534 -0.05 0.05 -0.03 -0.001
H 4.64512 -0.64254 0.21874 0.00 0.03 0.05 -0.001
H 3.49315 -1.77164 -0.42993 0.00 -0.06 0.00 0.000
H 3.90045 -1.20556 6.13119 0.00 0.00 -0.02 0.000
Br -4.88491 -1.53867 3.57371 -0.02 0.04 0.01 0.000
C -3.67640 -0.58162 2.47126 -0.10 0.51 0.28 0.001
C -3.63290 0.93747 2.69637 -0.16 -0.54 -0.01 -0.001
Br -5.01448 1.64916 3.78213 0.00 -0.05 0.00 0.000
C -2.79661 1.82160 2.13500 0.23 0.14 -0.23 0.000
Br -2.91576 3.68123 2.33256 -0.03 -0.03 0.02 0.000
C -1.69756 1.41045 1.17683 0.00 -0.07 0.21 0.001
O -0.66100 2.20248 0.92266 -0.35 -0.24 0.09 0.002
C -1.84616 -0.70744 0.74612 -0.15 0.02 0.23 -0.031
O -0.91439 -1.48960 0.21024 -0.26 0.37 0.18 0.006
C -2.96695 -1.30338 1.59239 0.22 -0.11 -0.34 -0.002
Br -3.12735 -3.16190 1.37254 -0.03 0.03 0.02 0.000
O -1.14968 0.15504 1.78345 -1.76 -0.05 0.79 0.009
C -2.26728 0.58599 -0.06996 -0.04 -0.04 -0.12 0.033
C -3.72051 0.72495 -0.49547 -0.02 0.15 -0.11 0.001
C -4.31760 -0.50169 -1.19706 0.01 -0.11 0.07 0.000
C -3.85946 -0.74633 -2.62990 -0.02 0.06 -0.06 0.000
C -2.34092 -0.76758 -2.79212 0.01 -0.08 0.06 0.000
C -1.73867 0.60801 -2.53980 0.01 0.12 0.05 0.000
N -1.29851 0.85567 -1.15754 -0.14 -0.17 0.24 0.002
H -3.80210 1.61087 -1.13579 -0.05 -0.03 0.00 0.000
H -4.32926 0.95020 0.37485 -0.03 -0.04 0.05 0.000
H -5.40526 -0.40755 -1.17226 -0.01 0.02 -0.07 0.000
H -4.09450 -1.39538 -0.60953 0.01 0.03 0.01 0.000
H -4.25915 0.03753 -3.28459 -0.01 -0.01 0.03 0.000
H -4.29037 -1.68523 -2.98542 0.03 -0.02 0.04 0.000
H -2.09263 -1.07058 -3.81186 -0.03 0.01 -0.01 0.000
H -1.88191 -1.50328 -2.12303 -0.01 0.05 0.01 0.000
H -2.46646 1.37105 -2.83682 -0.01 -0.01 -0.05 0.000
H -0.86788 0.77047 -3.17104 0.01 -0.01 -0.04 0.000
H -1.08194 1.84560 -1.05589 -0.03 0.13 -0.02 0.003

2.
108
Properties=species:S:1:pos:R:3:forces:R:3:mulliken_spin:R:1 method="wB97M-V/def2-TZVPD" spin_multiplicity=8 total_energy_ev=-178529.4999 charge=+2 s_squared=16.023 e_homo_ha="-0.4802 / -0.4802"
Gd 0.35560 -0.07040 -0.00810 -2.91 -0.73 -0.85 6.521
N -1.73830 1.31480 1.16900 -0.08 0.01 0.16 0.005
C -1.94430 2.66220 0.69130 0.03 0.33 -0.31 -0.001
C -2.36570 3.66010 1.55890 0.00 -0.04 -0.05 0.003
C -2.57080 4.94800 1.09380 0.06 -0.16 0.02 0.001
C -2.37010 5.24190 -0.24590 -0.02 0.02 -0.10 0.002
C -1.93440 4.25890 -1.11640 0.02 -0.04 0.07 0.000
C -1.69780 2.96690 -0.65280 0.36 -0.37 0.35 0.022
P -1.09620 1.61310 -1.72970 -1.10 1.51 -1.05 0.144
C -2.69090 1.18170 -2.51450 0.25 -0.43 0.11 0.003
C -3.27040 1.99470 -3.48490 0.07 -0.02 0.02 0.000
C -4.49910 1.65810 -4.02300 0.01 0.07 -0.01 0.001
C -5.16660 0.52480 -3.58690 0.03 -0.08 0.07 0.000
C -4.60900 -0.26980 -2.59810 -0.14 -0.05 0.02 0.001
C -3.37500 0.05610 -2.06330 0.18 0.04 0.06 -0.002
C -0.15390 2.46760 -3.03060 0.10 -0.26 0.19 0.015
C 0.77780 3.44000 -2.66730 -0.13 -0.06 -0.02 0.006
C 1.53680 4.06440 -3.64030 0.04 0.03 0.05 -0.004
C 1.38380 3.71610 -4.97430 -0.01 -0.04 0.00 0.011
C 0.49650 2.71370 -5.33140 0.05 -0.04 -0.10 -0.004
C -0.26210 2.07910 -4.36370 -0.03 -0.06 0.16 0.006
H -1.75210 1.35870 2.19340 0.04 -0.29 -0.31 0.001
H -2.54860 0.74620 0.90170 0.19 0.06 0.15 0.003
H -2.53070 3.42850 2.60080 -0.03 -0.02 0.15 0.000
H -2.88660 5.71780 1.77940 -0.06 0.08 0.07 0.000
H -2.54510 6.24100 -0.61120 -0.03 0.12 -0.06 0.000
H -1.75530 4.49980 -2.15440 0.01 0.03 -0.06 0.000
H -2.75750 2.88110 -3.82600 0.00 0.08 -0.06 0.000
H -4.93710 2.28260 -4.78570 -0.05 0.08 -0.07 0.000
H -6.12160 0.26330 -4.01400 -0.11 -0.02 -0.04 0.000
H -5.13740 -1.14350 -2.24880 -0.05 -0.09 0.05 0.000
H -2.93140 -0.56590 -1.29050 -0.09 -0.05 -0.08 0.008
H 0.89540 3.70370 -1.62430 0.05 0.10 0.03 0.001
H 2.24960 4.82550 -3.36220 0.05 0.11 0.04 0.000
H 1.95770 4.22250 -5.73420 0.08 0.04 -0.08 0.000
H 0.39150 2.42440 -6.36550 -0.01 -0.01 -0.11 0.000
H -0.95220 1.29440 -4.64280 -0.04 0.00 -0.08 0.000
Br -0.83920 -1.29810 7.46500 -0.02 -0.02 -0.29 0.000
C -0.88480 -1.47720 5.58860 0.01 0.05 -0.14 0.000
C -0.33710 -0.48130 4.78080 -0.10 -0.13 0.52 0.001
C -0.36800 -0.63930 3.41240 -0.11 -0.34 -0.53 -0.003
C -0.93410 -1.77400 2.80560 0.06 0.31 1.37 -0.003
C -1.50150 -2.75020 3.64220 0.16 0.28 -0.51 0.001
C -1.47470 -2.60160 5.01070 0.12 0.25 0.31 0.000
N -0.90390 -1.81620 1.40960 -0.27 -1.00 -1.27 0.030
C -1.32270 -2.85220 0.76080 0.21 0.72 0.86 0.003
C -1.34410 -2.90260 -0.69020 -0.13 -0.14 -0.96 0.006
C -2.04750 -3.92500 -1.33470 0.24 0.38 0.39 -0.002
C -2.12560 -3.92950 -2.71520 0.20 0.30 -0.17 0.000
C -1.47130 -2.92770 -3.41670 -0.09 -0.15 0.18 0.001
C -0.77350 -1.96120 -2.70680 0.07 0.15 -0.01 0.001
N -0.71220 -1.92520 -1.37610 -0.26 -0.61 0.03 0.025
H 0.09410 0.41060 5.21890 0.00 -0.07 -0.01 0.000
H 0.06670 0.13370 2.77870 -0.12 -0.10 0.24 0.015
H -1.97970 -3.62770 3.23770 -0.05 -0.10 -0.02 0.000
H -1.92280 -3.35200 5.64220 -0.01 -0.09 0.06 0.000
H -1.71630 -3.73640 1.25900 0.03 0.09 0.08 0.002
H -2.53860 -4.68900 -0.75450 -0.05 -0.10 0.12 0.000
H -2.68380 -4.69390 -3.23180 -0.04 -0.09 -0.06 0.000
H -1.50210 -2.89410 -4.49290 0.03 0.04 -0.12 0.000
H -0.24770 -1.16730 -3.22870 0.00 -0.07 0.02 -0.001
C 1.42770 6.79770 0.17160 0.02 0.03 -0.02 0.000
C 1.68580 5.75910 1.21500 0.12 -0.07 0.13 -0.002
C 2.63600 5.94830 2.21190 -0.07 -0.09 -0.06 0.001
C 2.85800 4.97220 3.16970 0.16 -0.01 0.03 -0.001
C 2.10970 3.81220 3.14550 0.19 -0.31 0.68 0.004
C 1.15160 3.60760 2.17220 -0.17 -0.09 -0.19 -0.004
C 0.96070 4.57030 1.19910 0.10 -0.12 0.16 -0.001
S 2.27920 2.65920 4.50820 -0.40 -0.63 -0.21 0.000
O 0.95550 2.35000 4.98420 -0.05 0.19 -0.16 0.000
O 3.27350 3.14340 5.40070 0.35 0.19 -0.16 0.000
N 2.78290 1.18940 3.88770 -0.35 0.61 0.38 0.000
C 3.86840 1.13020 2.93460 0.52 0.17 -0.11 -0.001
C 3.76920 -0.17840 2.15340 -0.25 0.40 0.29 0.015
C 2.50710 -0.20740 1.31610 1.30 -0.76 0.55 0.017
O 2.18570 -1.21350 0.63760 0.86 -0.74 0.12 0.041
O 1.74900 0.80550 1.31580 0.81 1.51 1.41 0.083
H 1.88750 7.74270 0.44260 0.02 0.11 -0.06 0.000
H 0.35810 6.95100 0.04330 -0.07 0.06 -0.04 0.000
H 1.83520 6.47890 -0.78790 0.03 0.05 -0.10 0.000
H 3.20130 6.86530 2.25240 0.08 0.15 -0.02 0.000
H 3.59410 5.09740 3.94690 0.08 0.12 0.12 0.000
H 0.55960 2.70370 2.18380 -0.06 0.05 0.03 0.003
H 0.22330 4.41940 0.42740 -0.19 -0.02 -0.05 0.003
H 1.96040 0.71070 3.56040 -0.20 0.00 0.08 0.000
H 4.80510 1.17670 3.49510 0.02 -0.02 -0.23 0.001
H 3.82620 1.98200 2.23840 0.12 -0.12 0.05 0.000
H 3.72670 -1.01910 2.84870 0.01 -0.13 -0.08 0.000
H 4.64150 -0.32960 1.51770 -0.06 -0.06 -0.11 0.000
C 5.01860 -2.73470 -3.58900 0.13 0.07 0.06 0.000
C 5.69380 -1.71460 -2.67830 -0.27 0.08 0.14 0.000
C 5.51200 -2.09150 -1.21110 0.14 0.07 -0.17 0.000
C 5.19350 -0.28220 -2.96440 1.03 -0.64 -0.71 0.000
N 3.89350 0.01000 -2.41460 -0.96 1.12 0.84 0.001
C 3.52050 1.07780 -1.68340 -0.30 -0.09 0.02 0.001
N 2.24110 0.96270 -1.40270 0.52 0.30 -0.20 0.002
N 1.85400 -0.19040 -1.96970 0.38 0.31 -0.37 0.018
N 2.82850 -0.74730 -2.56880 -0.06 -1.20 -0.72 -0.002
H 5.42170 -3.72320 -3.39080 0.02 -0.13 0.01 0.000
H 5.20370 -2.50530 -4.63500 -0.04 0.01 -0.16 0.000
H 3.94610 -2.75530 -3.41340 -0.04 -0.10 -0.05 0.000
H 6.76460 -1.69720 -2.90900 -0.11 0.08 0.01 0.000
H 4.45670 -2.15160 -0.94630 -0.07 0.00 0.08 0.000
H 6.01140 -1.37680 -0.56040 0.03 0.10 0.18 0.000
H 5.95260 -3.06720 -1.02750 0.03 -0.08 0.05 0.000
H 5.14000 -0.14980 -4.04860 0.00 0.17 0.11 0.000
H 5.88670 0.45530 -2.55350 -0.19 -0.01 0.00 0.000
H 4.15310 1.89350 -1.39630 0.20 0.10 0.04 0.000

3.
15
Properties=species:S:1:pos:R:3:forces:R:3:lowdin_charge:R:1 method="wB97M-V/def2-TZVPD" total_energy_ev=-29691.2998 charge=0 e_above_lowest_kj_mol=114.5 e_homo_ha=-0.3236
C 0.32885 -1.67401 2.56593 -0.28 -0.65 0.98 0.021
C 0.69538 -0.81274 1.63375 0.33 0.71 0.14 -0.252
C 0.02139 -0.64560 0.35020 0.94 0.92 -0.92 -0.763
S -1.42687 -1.22515 -0.03360 -0.60 -0.63 0.11 0.821
C 0.76558 0.16476 -0.69953 0.37 -1.03 1.36 -0.676
Cl 2.51919 -0.07593 -0.74484 -0.35 -0.20 0.01 0.647
C 0.24687 1.00124 -1.56570 -1.11 0.41 -1.16 -0.215
C -1.18000 1.44575 -1.67284 -0.65 0.42 -0.60 -0.133
H 0.84167 -1.70501 3.55009 -0.43 -0.02 -0.85 0.079
H -0.52056 -2.35777 2.39519 0.59 0.35 0.11 0.058
H 1.50720 -0.10757 1.81607 -0.04 -0.30 -0.01 0.091
H 0.84365 1.28676 -2.41703 0.52 0.49 0.21 0.101
H -1.61942 0.95314 -2.60403 0.27 0.65 1.30 0.106
H -1.75691 1.18553 -0.77389 0.08 0.06 -0.60 0.025
H -1.26601 2.56660 -1.79976 0.34 -1.16 -0.07 0.090